Version one
This record from OMol25 describes ArH24O12 as an isolated structure. The level of theory is wB97M-V/def2-TZVPD.

Element x y z (Å)
Ar: -13.743 -5.306 1.581
O: -15.916 -5.213 -0.709
H: -15.433 -4.387 -0.712
H: -16.526 -5.136 -1.443
O: -14.246 -3.038 4.794
H: -13.511 -3.643 4.889
H: -14.873 -3.506 4.242
O: -10.678 -4.546 -0.640
H: -11.496 -5.028 -0.761
H: -10.939 -3.625 -0.650
O: -14.750 -2.801 -0.617
H: -14.894 -2.260 -1.394
H: -13.840 -2.631 -0.373
O: -10.498 -7.302 2.666
H: -9.758 -7.772 3.051
H: -11.248 -7.554 3.204
O: -17.174 -6.043 1.797
H: -16.781 -5.770 0.969
H: -17.054 -5.293 2.379
O: -15.653 -7.581 3.944
H: -15.963 -7.230 3.109
H: -16.315 -7.309 4.579
O: -12.238 -4.943 4.608
H: -12.600 -5.502 5.296
H: -12.293 -5.473 3.814
O: -12.937 -6.060 -1.221
H: -12.827 -5.989 -2.169
H: -13.778 -5.638 -1.045
O: -11.765 -7.982 0.281
H: -11.509 -7.584 1.113
H: -12.168 -7.268 -0.213
O: -12.972 -7.983 3.898
H: -13.873 -7.661 3.894
H: -12.938 -8.594 4.634
O: -15.986 -8.251 0.144
H: -15.756 -7.471 -0.362
H: -16.809 -8.021 0.577

Computed properties:
gap between HOMO and LUMO: 9.116 eV
spin multiplicity: 1
LUMO level: -0.56 eV
E_HOMO: -9.672 eV
charge: 0

Version two
This record from OMol25 describes ArH24O12 as an isolated structure. The level of theory is wB97M-V/def2-TZVPD.

Element x y z (Å)
Ar: 19.155 11.560 14.346
O: 17.242 14.851 13.967
H: 17.451 15.754 13.730
H: 17.594 14.326 13.248
O: 19.067 9.296 11.675
H: 18.758 8.528 11.194
H: 18.283 9.648 12.096
O: 18.945 15.006 16.205
H: 18.278 14.732 15.575
H: 18.457 15.470 16.885
O: 20.396 8.641 14.154
H: 21.294 8.833 13.885
H: 19.858 8.920 13.413
O: 16.481 9.906 15.924
H: 15.595 9.552 15.999
H: 16.511 10.616 16.566
O: 22.647 9.985 13.352
H: 22.477 10.812 12.901
H: 23.496 9.697 13.015
O: 18.708 8.063 16.602
H: 19.582 8.164 16.225
H: 18.163 8.680 16.114
O: 21.278 11.255 17.063
H: 20.434 11.613 17.339
H: 21.502 11.750 16.275
O: 16.521 9.718 13.043
H: 16.135 8.843 13.092
H: 16.742 9.933 13.949
O: 21.530 13.767 15.507
H: 21.894 13.896 16.383
H: 20.626 14.074 15.575
O: 18.169 13.322 11.676
H: 19.120 13.360 11.569
H: 17.832 13.970 11.058
O: 16.174 12.527 17.264
H: 17.084 12.708 17.498
H: 15.789 12.162 18.061

Computed properties:
gap between HOMO and LUMO: 9.970 eV
spin multiplicity: 1
LUMO level: 0.07 eV
E_HOMO: -9.901 eV
charge: 0

Which one is the least stable? From the structures above, version one.